1.
{"formula": "C21H28N2O3", "method": "ωB97M-V with the def2-TZVPD basis set", "species": ["C", "C", "O", "C", "C", "C", "C", "N", "C", "C", "C", "O", "N", "C", "C", "C", "C", "C", "C", "C", "C", "C", "C", "O", "C", "C", "H", "H", "H", "H", "H", "H", "H", "H", "H", "H", "H", "H", "H", "H", "H", "H", "H", "H", "H", "H", "H", "H", "H", "H", "H", "H", "H", "H"], "positions_angstrom": [[-7.668, -1.710, 0.623], [-7.736, -0.338, -0.042], [-6.833, 0.588, 0.524], [-5.505, 0.508, 0.227], [-4.924, -0.352, -0.699], [-3.562, -0.315, -0.933], [-2.740, 0.572, -0.245], [-1.359, 0.626, -0.492], [-0.583, 1.791, -0.109], [0.749, 1.639, -0.847], [1.930, 2.126, -0.009], [1.836, 2.426, 1.162], [3.085, 2.173, -0.701], [4.370, 2.379, -0.072], [5.283, 1.167, -0.271], [4.697, -0.151, 0.183], [3.871, -0.276, 1.211], [3.287, -1.579, 1.669], [3.458, -2.682, 0.629], [4.885, -2.656, 0.095], [5.137, -1.339, -0.633], [0.841, 0.130, -1.086], [-0.601, -0.361, -1.034], [-0.971, -1.452, -1.406], [-3.322, 1.430, 0.688], [-4.680, 1.397, 0.916], [-8.417, -2.366, 0.187], [-7.861, -1.612, 1.688], [-6.686, -2.157, 0.491], [-8.721, 0.108, 0.129], [-7.580, -0.420, -1.125], [-5.518, -1.056, -1.260], [-3.132, -0.993, -1.651], [-0.391, 1.806, 0.971], [-1.110, 2.707, -0.388], [0.729, 2.177, -1.799], [3.099, 1.846, -1.655], [4.848, 3.268, -0.499], [4.176, 2.566, 0.985], [6.219, 1.351, 0.265], [5.530, 1.088, -1.334], [3.578, 0.583, 1.797], [3.784, -1.870, 2.601], [2.229, -1.441, 1.907], [2.761, -2.527, -0.197], [3.235, -3.653, 1.075], [5.583, -2.748, 0.930], [5.056, -3.494, -0.583], [4.594, -1.338, -1.585], [6.200, -1.241, -0.869], [1.396, -0.363, -0.283], [1.301, -0.146, -2.034], [-2.717, 2.123, 1.251], [-5.133, 2.061, 1.636]], "homo_energy_ev": -7.821, "gap_ev": 8.5, "multiplicity": 1, "smiles": "CCOc1ccc(N2C[C@@H](C(=O)NCCC3=CCCCC3)CC2=O)cc1"}



2.
{"formula": "C25H45LuN2P3SSe", "method": "ωB97M-V with the def2-TZVPD basis set", "species": ["Lu", "P", "P", "P", "H", "C", "C", "H", "C", "C", "C", "C", "C", "C", "C", "C", "C", "H", "H", "H", "H", "H", "H", "H", "H", "H", "H", "H", "H", "H", "H", "H", "H", "H", "H", "H", "H", "H", "H", "H", "H", "H", "H", "H", "H", "H", "C", "C", "C", "C", "C", "C", "S", "H", "H", "H", "H", "H", "H", "C", "N", "C", "Se", "N", "C", "C", "C", "C", "C", "C", "H", "H", "H", "H", "H", "H", "H", "H"], "positions_angstrom": [[0.548, -0.691, -0.755], [1.912, 1.449, 0.083], [-1.358, 0.415, 0.984], [-1.861, 3.270, -3.309], [1.576, -2.318, -4.785], [1.323, -1.296, -4.517], [2.235, -0.419, -3.924], [2.792, -0.673, -3.004], [3.243, 0.678, 1.078], [1.280, 2.718, 1.257], [2.779, 2.467, -1.161], [-2.856, -0.635, 0.932], [-0.818, 0.153, 2.721], [-2.192, 2.042, 1.208], [-2.275, 4.283, -4.755], [-1.050, 4.078, -1.909], [-3.034, 2.118, -2.550], [0.490, -0.856, -5.088], [2.675, 0.372, -4.535], [3.441, -0.355, 0.747], [2.956, 0.620, 2.136], [4.159, 1.271, 0.966], [0.787, 2.247, 2.115], [0.560, 3.382, 0.763], [2.121, 3.322, 1.621], [2.905, 1.900, -2.092], [3.764, 2.740, -0.763], [2.213, 3.380, -1.388], [-3.536, -0.324, 1.736], [-2.581, -1.688, 1.072], [-3.363, -0.499, -0.032], [-1.265, 0.940, 3.347], [0.273, 0.209, 2.822], [-1.146, -0.826, 3.083], [-2.893, 1.928, 2.046], [-2.778, 2.336, 0.328], [-1.475, 2.835, 1.458], [-3.186, 4.882, -4.654], [-2.394, 3.572, -5.595], [-1.407, 4.922, -4.990], [-1.267, 5.155, -1.893], [0.037, 3.920, -2.005], [-1.407, 3.639, -0.962], [-4.029, 2.135, -3.022], [-3.142, 2.245, -1.466], [-2.618, 1.124, -2.680], [-0.565, -0.694, -2.940], [-1.857, -0.937, -3.443], [-2.310, -2.238, -3.508], [-1.545, -3.320, -3.058], [-0.210, -3.150, -2.671], [0.332, -1.835, -2.734], [0.210, 0.855, -3.113], [-0.868, 2.515, -4.014], [-2.483, -0.145, -3.860], [-3.212, -2.438, -4.071], [-1.934, -4.316, -3.165], [0.459, -3.985, -2.466], [1.369, -1.691, -2.225], [3.585, -2.289, 3.311], [2.177, -2.645, 3.288], [1.445, -2.818, 2.150], [2.090, -2.657, 0.402], [0.179, -3.111, 2.580], [0.099, -3.087, 3.983], [-1.000, -3.018, 4.828], [-0.750, -2.782, 6.180], [0.547, -2.537, 6.655], [1.637, -2.493, 5.776], [1.372, -2.795, 4.437], [4.097, -2.693, 2.428], [4.048, -2.720, 4.205], [3.724, -1.196, 3.316], [-0.571, -3.391, 1.968], [-1.998, -3.148, 4.405], [-1.568, -2.792, 6.893], [0.709, -2.378, 7.715], [2.654, -2.240, 6.075]], "homo_energy_ev": -14.768, "gap_ev": 6.1, "multiplicity": 1, "charge": 3}